# 1
Below is a 3-piece molecular cluster, C24H22N2O6S overall at a distorted geometry, with properties calculated with wB97M-V/def2-TZVPD.

Its spin multiplicity is 1. For the LUMO energy, the calculation gives -1.83 eV. The calculated total energy comes out at -51330.45846 eV. Its structure (SMILES) is CC(=O)OCCCCc1ccc2nsnc2c1.O=C1C=CC(=O)C=C1.O=C1C=CC(=O)C=C1. Its HOMO-LUMO gap is 6.60 eV. Its relative energy (zero: lowest compared OMol25 entry of this formula, charge and spin) is 342.2 kcal/mol. As for the maximum force: 8.3 eV/Å. For the HOMO energy, the calculation gives -8.439 eV.

Last column: Mulliken charge in e.
Element x y z (Å)
S  2.211  4.598  -2.001  0.20
O  0.219  2.667  2.370  -0.58
O  1.292  -2.382  -9.405  -0.55
O  0.934  -3.615  -4.245  -0.56
O  -4.226  4.521  5.799  -0.55
O  0.246  0.397  3.442  -0.42
O  -2.979  -0.647  5.728  -0.57
N  1.180  3.644  -3.093  -0.50
N  2.755  3.432  -0.785  -0.53
C  0.405  -0.552  -2.447  -0.29
C  0.965  -1.611  1.354  -0.14
C  1.016  -3.331  -5.432  0.42
C  2.140  0.739  -0.519  -0.24
C  -2.411  1.546  5.080  -0.03
C  2.057  2.187  -1.283  0.28
C  1.111  2.193  -2.622  0.38
C  1.317  -0.561  -1.085  0.30
C  -4.794  2.328  6.447  -0.42
C  1.933  -2.276  -5.907  -0.22
C  -0.915  -0.058  2.667  -0.34
C  0.202  -4.030  -6.446  -0.39
C  -4.479  1.029  6.430  -0.39
C  -2.726  2.845  5.097  -0.28
C  0.298  0.898  -3.259  -0.63
C  0.854  1.617  2.896  0.83
C  0.293  -3.721  -7.743  -0.35
C  -0.586  -1.099  1.447  -0.50
C  1.416  -1.971  -0.216  -0.80
C  1.211  -2.666  -8.218  0.35
C  2.025  -1.966  -7.204  -0.39
C  -3.940  3.332  5.783  0.29
C  -3.265  0.542  5.745  0.32
C  2.519  1.757  2.986  -0.88
H  3.065  0.722  3.011  0.26
H  2.855  2.378  2.047  0.23
H  -1.250  -2.076  1.618  0.31
H  2.549  -2.263  -0.180  0.32
H  0.796  -2.846  -0.682  0.31
H  2.693  -1.195  -7.568  0.41
H  2.522  -1.772  -5.150  0.47
H  -0.467  -4.801  -6.082  0.42
H  -0.296  -4.224  -8.500  0.40
H  -1.589  0.794  2.226  0.33
H  -5.094  0.280  6.914  0.41
H  -2.111  3.594  4.614  0.49
H  1.771  -0.856  1.739  -0.12
H  -1.524  1.174  4.582  0.36
H  -1.612  -0.653  3.433  0.23
H  2.796  2.412  3.942  0.33
H  2.799  0.629  0.449  0.44
H  1.004  -2.663  1.917  0.39
H  -1.009  -0.617  0.452  0.18
H  -0.335  1.010  -4.239  0.31
H  -0.163  -1.517  -2.852  0.28
H  -5.681  2.700  6.945  0.41

---

# 2
Below is C24H23BBaN4O5S3Te as an isolated structure, with properties calculated with wB97M-V/def2-TZVPD.

Its spin multiplicity is 1. For the LUMO energy, the calculation gives 3.78 eV. The calculated total energy comes out at -82633.57076 eV. Its HOMO-LUMO gap is 5.38 eV. Its relative energy (zero: lowest compared OMol25 entry of this formula, charge and spin) is 12.6 kcal/mol. As for the maximum force: 0.8 eV/Å. For the HOMO energy, the calculation gives -1.607 eV. Its charge is -2.

Last column: Mulliken charge in e.
Element x y z (Å)
Ba  -1.145  2.285  2.415  1.95
Te  -2.590  1.165  5.539  -0.31
S  3.182  -0.584  4.234  -0.10
S  -5.904  0.725  5.788  -0.20
S  1.852  2.354  4.079  1.22
O  -0.278  0.596  -1.627  -1.22
O  -4.150  4.900  -0.729  -0.70
O  0.876  3.441  3.935  -0.85
O  -1.695  -0.563  -0.246  -1.11
O  2.375  2.124  5.405  -0.69
N  6.558  3.706  0.671  -0.62
N  1.241  -1.083  2.617  -0.35
N  1.184  1.129  3.369  -0.18
N  -2.820  3.950  1.019  -0.72
C  0.117  -1.736  -6.235  -2.16
C  -0.753  -0.491  -2.275  0.43
C  -2.230  -2.344  -1.876  -1.46
C  -4.457  0.437  4.902  -0.22
C  4.206  3.152  0.900  -0.86
C  -6.128  -0.646  3.664  -0.59
C  -6.883  -0.149  4.683  -0.35
C  5.457  3.377  1.478  1.20
C  3.075  -2.154  3.538  -0.28
C  4.488  3.001  3.653  -0.47
C  -3.481  4.415  0.150  0.43
C  -0.277  -4.027  -5.382  -1.63
C  -0.481  -0.911  -3.561  -0.93
C  1.738  -0.119  3.332  0.09
C  -2.187  -2.647  -6.219  -1.64
C  3.115  2.853  1.689  -0.45
C  3.251  2.785  3.072  -0.05
C  -0.860  -2.609  -5.447  2.13
C  5.588  3.301  2.860  -0.64
C  -1.612  -1.193  -1.441  1.26
C  1.986  -2.226  2.737  -0.58
C  -1.099  -2.079  -4.030  0.30
C  -4.749  -0.317  3.794  -0.32
C  -1.960  -2.771  -3.179  -0.34
B  -0.857  0.622  -0.286  0.51
H  -0.103  -4.418  -6.390  0.43
H  7.444  3.439  1.070  0.23
H  0.672  -4.025  -4.843  0.38
H  -2.902  -2.896  -1.232  0.41
H  4.099  3.195  -0.178  0.29
H  0.256  -2.155  -7.236  0.43
H  0.194  -0.329  -4.174  0.45
H  6.558  3.468  3.316  0.26
H  4.581  2.916  4.727  0.48
H  -2.030  -3.028  -7.234  0.43
H  -3.988  -0.628  3.091  0.48
H  2.161  2.629  1.224  0.42
H  -0.951  -4.710  -4.865  0.32
H  1.093  -1.689  -5.750  0.41
H  -0.257  -0.716  -6.347  0.41
H  -2.915  -3.290  -5.722  0.32
H  3.793  -2.923  3.774  0.35
H  1.672  -3.105  2.192  0.39
H  -6.534  -1.222  2.843  0.33
H  -2.618  -1.647  -6.287  0.38
H  -2.447  -3.674  -3.530  0.32
H  6.475  3.372  -0.277  0.24
H  -7.947  -0.238  4.838  0.35

---

# 3
Below is C24H23BN8NaSi as an isolated structure, with properties calculated with wB97M-V/def2-TZVPD.

Its spin multiplicity is 2. For the LUMO energy (alpha / beta), the calculation gives 0.28 / -1.44 eV. The calculated total energy comes out at -50154.62858 eV. Its HOMO-LUMO gap (alpha / beta) is 7.82 / 7.27 eV. Its relative energy (zero: lowest compared OMol25 entry of this formula, charge and spin) is 2.6 kcal/mol. As for the maximum force: 0.6 eV/Å. For the HOMO energy (alpha / beta), the calculation gives -7.538 / -8.717 eV.

Last column: Löwdin spin population.
Element x y z (Å)
Si  -0.313  -0.302  2.983  0.51
Na  -0.003  0.038  -0.074  0.07
N  -1.665  -0.379  -1.513  0.00
N  -1.135  -0.221  -2.753  0.00
N  0.371  2.024  -1.042  0.00
N  1.023  0.222  -5.532  0.00
N  1.508  -0.985  -1.390  0.00
N  0.221  0.727  -4.570  0.00
N  1.392  -0.629  -2.699  0.00
N  0.552  1.768  -2.363  0.00
C  1.085  2.854  -2.961  0.00
C  3.066  -2.072  -2.587  0.00
C  0.823  0.598  4.130  0.08
C  -1.971  -0.753  -3.669  0.00
C  -3.625  -2.663  3.669  0.00
C  1.638  -0.090  5.041  0.03
C  1.242  3.848  -2.025  0.00
C  -0.981  -2.623  4.486  0.03
C  1.835  2.666  4.884  0.00
C  2.620  1.970  5.788  0.03
C  0.627  0.769  -6.666  0.00
C  -2.779  -1.658  3.229  0.04
C  0.949  1.987  4.064  0.04
C  2.322  -1.274  -3.428  0.00
C  -1.827  -3.625  4.932  0.00
C  2.521  0.587  5.865  0.00
C  -1.443  -1.610  3.634  0.08
C  -3.077  -1.255  -3.026  0.00
C  -0.678  1.581  -5.114  0.00
C  -3.154  -3.645  4.523  0.03
C  -2.827  -0.989  -1.678  0.00
C  2.508  -1.848  -1.328  0.00
C  0.775  3.268  -0.843  0.00
C  -0.451  1.646  -6.466  0.00
B  0.282  0.387  -3.073  0.00
H  -1.063  0.656  2.125  0.06
H  -1.716  -0.739  -4.713  0.00
H  -0.987  2.234  -7.188  0.00
H  3.884  -2.713  -2.856  0.00
H  1.317  2.839  -4.010  0.00
H  0.715  3.692  0.147  0.00
H  0.052  -2.643  4.803  0.00
H  3.134  0.030  6.561  0.00
H  -3.172  -0.895  2.567  0.00
H  -1.443  -4.391  5.593  0.00
H  0.340  2.554  3.369  0.00
H  -4.658  -2.675  3.345  0.00
H  3.313  2.498  6.429  0.00
H  1.597  -1.168  5.106  0.00
H  1.633  4.837  -2.178  0.00
H  2.379  -1.114  -4.486  0.00
H  -1.404  2.074  -4.490  0.00
H  -3.434  -1.215  -0.815  0.00
H  1.910  3.743  4.817  0.00
H  2.783  -2.269  -0.374  0.00
H  -3.930  -1.736  -3.468  0.00
H  -3.813  -4.430  4.869  0.00
H  1.134  0.510  -7.581  0.00

---

# 4
Below is C24H23Br4N3O6SYb as an isolated structure at a distorted geometry, with properties calculated with wB97M-V/def2-TZVPD.

Its spin multiplicity is 2. For the LUMO energy (alpha / beta), the calculation gives -2.57 / -2.60 eV. The calculated total energy comes out at -364542.73869 eV. Its HOMO-LUMO gap (alpha / beta) is 7.31 / 7.29 eV. Its relative energy (zero: lowest compared OMol25 entry of this formula, charge and spin) is 38.2 kcal/mol. As for the maximum force: 4.2 eV/Å. For the HOMO energy (alpha / beta), the calculation gives -9.875 / -9.882 eV. Its charge is +1.

Last column: Löwdin spin population.
Element x y z (Å)
Yb  0.293  -1.134  -0.652  1.00
Br  4.939  -5.028  -3.611  0.00
Br  6.144  -4.665  -0.501  0.00
Br  2.218  -3.423  -4.362  0.00
Br  4.382  -2.689  1.801  0.00
S  -4.187  -2.595  -0.892  0.00
O  -0.984  1.137  -0.879  0.00
O  0.833  0.616  0.940  0.00
O  0.047  -0.257  -2.867  0.00
O  1.539  -2.296  0.601  0.00
O  2.127  0.141  -1.031  0.00
O  0.695  -2.823  -1.809  0.00
N  -1.969  -1.565  -0.228  0.00
N  -3.659  1.111  1.789  0.00
N  -1.329  1.020  1.506  0.00
C  3.724  -3.232  0.058  0.00
C  -2.472  -2.593  -0.943  0.00
C  2.240  0.530  1.302  0.00
C  -3.657  2.896  3.656  0.00
C  2.778  -3.622  -2.540  0.00
C  -1.692  2.035  2.501  0.00
C  -0.053  0.274  1.897  0.00
C  -4.149  -1.151  0.138  0.00
C  -2.587  0.014  1.569  0.00
C  -2.787  3.731  4.338  0.00
C  3.012  0.712  -0.072  0.00
C  1.936  -3.194  -1.572  0.00
C  -1.937  0.930  -2.000  0.00
C  -2.841  -0.762  0.439  0.00
C  4.578  -3.853  -0.944  0.00
C  2.422  -2.929  -0.215  0.00
C  4.093  -4.072  -2.198  0.00
C  -3.069  2.061  2.660  0.00
C  1.380  0.055  -3.284  0.00
C  -1.042  0.623  -3.226  0.00
C  -1.267  1.886  0.311  0.00
C  -1.407  3.741  4.166  0.00
C  -0.829  2.787  3.371  0.00
C  2.194  0.810  -2.273  0.00
H  -2.570  1.858  -2.156  0.00
H  -1.840  -3.332  -1.350  0.00
H  -3.250  4.449  5.037  0.00
H  0.194  2.758  3.338  0.00
H  3.267  0.721  -2.588  0.00
H  -2.612  0.100  -1.867  0.00
H  1.922  1.890  -2.198  0.00
H  -0.493  2.656  0.443  0.00
H  -0.553  1.520  -3.709  0.00
H  0.262  0.628  2.888  0.00
H  -0.834  4.506  4.638  0.00
H  -1.552  0.189  -4.022  0.00
H  1.328  0.634  -4.238  0.00
H  -2.213  2.394  0.266  0.00
H  -4.738  2.882  3.883  0.00
H  3.173  1.742  -0.319  0.00
H  3.954  0.171  -0.110  0.00
H  2.404  1.325  1.978  0.00
H  -0.244  -0.814  1.915  0.00
H  2.490  -0.384  1.826  0.00
H  -4.448  0.600  2.248  0.00
H  1.797  -0.932  -3.451  0.00
H  -5.104  -0.786  0.604  0.00